# 1
This record from the Open Molecules 2025 dataset describes C2H5IN2OS in the gas phase at a distorted geometry. The level of theory is ωB97M-V with the def2-TZVPD basis set.

Each line ends with the Löwdin charge.
Positions of all 12 atoms, in Å:
I  -4.522550  0.224226  0.006930  0.877
S  -0.432276  -1.701180  0.445382  0.933
O  -0.470671  -1.625074  -1.041167  -0.581
N  0.626442  0.763788  -0.271153  0.018
N  -1.858347  -0.765059  0.847574  -0.288
C  -2.653141  -0.525481  -0.242837  -0.801
C  0.612432  -0.247953  0.761888  -0.436
H  -2.194998  -0.967334  -1.148554  0.031
H  1.665990  -0.556890  0.734188  0.091
H  0.249637  0.015372  1.729098  0.067
H  0.489461  0.249606  -1.091891  0.032
H  -0.131879  1.357471  -0.033784  0.057

Atoms 1-6, force components in eV/Å:
I -0.147 0.302 -0.109
S -1.396 2.161 -1.697
O 0.822 -1.680 -0.764
N -0.133 -0.054 2.694
N -3.445 0.646 -2.729
C 4.438 -2.257 4.200

Energy above the lowest of the compared OMol25 structures with the same formula, charge and spin (kcal/mol): 34.14
Kohn-Sham gap (hartree): 0.3466
Spin multiplicity: 1
HOMO (Eh): -0.3521


# 2
This record from the Open Molecules 2025 dataset describes a 6-piece molecular cluster, C32H63FN2O10 overall at a distorted geometry. The level of theory is ωB97M-V with the def2-TZVPD basis set.

Each line ends with the Löwdin charge.
Positions of all 108 atoms, in Å:
F  1.769961  -0.189102  -1.594321  -0.046
O  -5.082825  -9.758137  0.473740  -0.195
O  8.873181  0.599472  3.038467  -0.194
O  -0.308425  5.347033  2.103543  -0.193
O  7.058848  2.174241  1.329402  -0.214
O  -0.682607  -2.168869  2.022494  -0.195
O  -3.408688  -0.506840  -0.951174  -0.211
O  -6.252169  0.259406  -0.824049  -0.193
O  -0.007532  -3.691994  -0.411032  -0.187
O  -3.614088  -7.208866  0.280469  -0.202
O  -3.228411  4.987182  2.307179  -0.193
N  -2.034739  3.392508  -2.115651  0.067
N  -0.150968  4.931259  -4.189743  0.065
C  0.172329  -2.284796  -0.259603  -0.199
C  7.124868  3.212783  2.298801  -0.107
C  4.746250  2.222150  -2.580704  -0.366
C  -5.210388  -8.677618  1.396495  -0.198
C  1.649033  3.125769  -3.796782  0.046
C  4.789452  3.806986  -2.979016  -0.116
C  -6.583351  -1.108685  -1.023643  -0.111
C  -3.508234  -0.415699  -2.368367  -0.102
C  0.201431  3.716358  -3.497040  -0.165
C  -3.902678  0.658238  -0.302610  -0.211
C  8.350918  1.717783  0.935234  -0.196
C  8.716430  0.410367  1.633294  -0.198
C  -1.456128  5.353121  -3.787927  -0.082
C  7.732978  0.175392  3.773292  -0.111
C  2.219483  1.830636  -3.169663  -0.103
C  -0.151213  1.587004  -1.870128  0.071
C  -1.016667  4.194492  1.649036  -0.192
C  1.279679  1.036900  -2.184129  -0.084
C  -2.432664  4.552732  1.205839  -0.203
C  -3.467453  -7.453903  -1.112563  -0.115
C  -0.711199  2.946316  -2.501780  -0.163
C  -5.314735  0.441828  0.235069  -0.192
C  -2.373692  4.621486  -2.762924  -0.080
C  -0.556758  -3.379532  2.755181  -0.113
C  -4.966507  -7.333974  0.714289  -0.198
C  -0.270208  5.435766  3.521150  -0.113
C  -3.827826  -10.416407  0.579595  -0.112
C  0.451490  -1.913090  1.194333  -0.190
C  4.259312  2.199168  -1.021165  -0.097
C  3.736992  1.371873  -3.529366  -0.131
C  -1.379317  -4.054321  -0.506202  -0.101
C  -3.351083  6.402407  2.360997  -0.111
H  3.970417  1.500351  -4.654662  0.121
H  -1.031340  3.416845  2.420939  0.127
H  -2.388770  6.902143  2.225415  0.083
H  -7.093832  -1.199852  -1.984381  0.089
H  -2.909942  3.654282  0.800375  0.107
H  -2.405273  -7.588096  -1.326427  0.089
H  -0.860960  1.035606  -1.141575  0.102
H  -7.260326  -1.442948  -0.231302  0.087
H  9.680539  0.064149  1.247950  0.123
H  -4.051603  6.740765  1.591019  0.086
H  -4.536878  -8.812908  2.250096  0.125
H  3.919549  0.260535  -3.248097  0.119
H  -6.237756  -8.698815  1.773253  0.123
H  7.718749  -0.917153  3.832602  0.087
H  3.821237  4.257532  -2.520239  0.072
H  -1.539211  -3.641244  3.152054  0.088
H  -3.233529  0.863387  0.539353  0.120
H  -0.467927  3.801450  0.787213  0.114
H  -0.204460  -4.203284  2.127712  0.085
H  -3.747631  6.673859  3.341273  0.089
H  -0.694725  -1.736143  -0.645431  0.115
H  5.075148  2.673322  -0.353747  0.074
H  -3.835034  -6.591654  -1.677677  0.087
H  0.651532  -0.838318  1.249794  0.120
H  1.335669  -2.439164  1.571575  0.126
H  -4.487849  -0.049189  -2.688353  0.087
H  3.308270  2.833643  -0.855148  0.083
H  -5.696079  -1.746439  -1.040203  0.082
H  0.460308  4.722519  3.915068  0.087
H  4.715980  3.990097  -4.107490  0.071
H  -2.416128  5.309131  0.413234  0.114
H  5.847107  1.862294  -2.666744  0.131
H  -2.725735  0.247413  -2.750130  0.070
H  -5.144804  -6.534721  1.441601  0.124
H  0.045438  6.445133  3.790911  0.088
H  -5.621620  1.338810  0.783504  0.124
H  -1.249463  5.245885  3.970020  0.084
H  -1.458326  -5.134653  -0.368830  0.079
H  9.109796  2.486307  1.119463  0.126
H  -3.821890  -11.057117  1.466675  0.087
H  -1.759348  -3.796137  -1.499882  0.086
H  7.827541  2.978726  3.102144  0.084
H  7.809406  0.579843  4.784038  0.089
H  5.671004  4.349736  -2.488217  0.080
H  -1.860150  6.324499  -4.262112  0.108
H  -5.660039  -7.186824  -0.121096  0.126
H  1.038790  -2.006539  -0.863435  0.102
H  2.335919  3.716010  -4.517021  0.110
H  -5.343649  -0.402842  0.932408  0.126
H  6.131072  3.338353  2.732982  0.091
H  4.050863  1.106389  -0.709748  0.084
H  -3.695639  -11.041932  -0.304880  0.089
H  -3.865646  1.519420  -0.979112  0.107
H  -2.996513  -9.707450  0.631653  0.084
H  -4.001329  -8.353455  -1.428463  0.084
H  -3.395627  5.095896  -2.515532  0.112
H  6.801020  0.532170  3.325400  0.084
H  8.311715  1.538764  -0.144705  0.122
H  7.419549  4.149400  1.815355  0.088
H  -3.358311  -1.413779  -2.784195  0.087
H  -1.986898  -3.562455  0.257280  0.087
H  7.972982  -0.367250  1.425516  0.126
H  0.132556  -3.233130  3.592640  0.085

Atoms 1-6, force components in eV/Å:
F -1.265 3.429 -1.560
O 0.314 0.200 0.167
O -0.359 -0.018 -0.202
O -0.268 -0.172 0.238
O 0.323 0.085 0.243
O 0.244 -0.283 -0.058

Kohn-Sham gap (hartree): 0.2825
Structure (SMILES): CC(C)Cc1cc2nccnc2cc1F.COCCOC.COCCOC.COCCOC.COCCOC.COCCOC
Spin multiplicity: 1
HOMO (Eh): -0.3251


# 3
This record from the Open Molecules 2025 dataset describes a 2-piece molecular cluster, C5H10O2 overall. The level of theory is ωB97M-V with the def2-TZVPD basis set.

Each line ends with the Löwdin charge.
Positions of all 17 atoms, in Å:
O  0.240601  1.473825  0.030982  -0.098
O  0.051535  -2.114751  0.093623  -0.102
C  1.753959  -0.073171  -1.044380  -0.020
C  -0.188904  -0.837505  0.322646  -0.504
C  0.913310  0.230618  0.182171  -0.329
C  -1.156649  1.318201  0.255607  -0.187
C  -1.462178  -0.128362  -0.103981  -0.088
H  -2.364556  -0.544466  0.346889  0.131
H  -0.404246  -0.780767  1.777918  0.199
H  1.548543  0.257447  1.078434  0.156
H  -0.216934  -1.651245  1.349202  0.190
H  -1.514995  -0.272987  -1.188760  0.139
H  2.518536  0.696727  -1.169624  0.086
H  2.232154  -1.048693  -0.933743  0.086
H  1.133458  -0.091482  -1.945458  0.093
H  -1.398392  1.514989  1.311528  0.121
H  -1.685247  2.051623  -0.363057  0.126

Atoms 1-6, force components in eV/Å:
O 0.049 0.101 -0.039
O -0.016 0.036 -0.080
C 0.068 -0.017 -0.088
C -0.091 0.333 0.115
C 0.131 -0.166 0.000
C -0.236 -0.003 0.052

Energy above the lowest of the compared OMol25 structures with the same formula, charge and spin (kcal/mol): 117.68
Kohn-Sham gap (hartree): 0.3687
Spin multiplicity: 1
HOMO (Eh): -0.3501


# 4
This record from the Open Molecules 2025 dataset describes C2H3NO3P as an isolated structure at a distorted geometry. The level of theory is ωB97M-V with the def2-TZVPD basis set.

Each line ends with the Löwdin charge.
Positions of all 10 atoms, in Å:
P  1.283252  -1.621320  0.210546  0.859
O  1.674519  0.917542  -0.767115  -0.129
O  3.487607  -0.148093  -0.126708  -0.136
O  -1.788823  -1.700242  -0.623632  -0.019
N  -0.969205  0.383018  -0.086586  0.095
C  2.278475  -0.027549  -0.286145  -1.064
C  -0.969291  -0.874402  -0.371802  -0.614
H  -1.813947  0.920745  -0.372617  0.121
H  1.658760  -1.206528  1.580747  -0.129
H  -0.109203  0.779327  -0.402282  0.017

Atoms 1-6, force components in eV/Å:
P -0.901 1.021 -0.116
O -1.776 1.713 -0.674
O 0.854 -0.471 0.521
O -0.785 0.041 -0.370
N -2.301 2.657 -0.379
C 0.684 -1.349 -0.266

Energy above the lowest of the compared OMol25 structures with the same formula, charge and spin (kcal/mol): 70.34
Kohn-Sham gap (hartree): 0.2840
Spin multiplicity: 1
Charge: -1
HOMO (Eh): -0.1450


Question: What is the formula in the first record?
Answer: C2H5IN2OS